(1)
ORCA calculation (the ωB97M-V functional and the def2-TZVPD basis) on an isolated molecule of C6H4O.

Total charge: 0
Strongest force on any atom in Eh/bohr: 0.01614
Gap between HOMO and LUMO in eV: 8.91
Total energy in hartree: -306.085130
Spin multiplicity: 1

Geometry as XYZ:
```
11
Properties=species:S:1:pos:R:3:lowdin_charge:R:1
O 1.03 0.66 0.63 0.0606
C 1.26 0.66 -0.74 -0.0710
C -1.42 -0.29 3.07 0.0626
C -0.05 -0.10 0.88 -0.2839
C -0.59 -0.27 2.10 -0.1880
C 0.36 -0.04 -1.42 -0.0386
C -0.67 -0.47 -0.43 -0.0823
H -1.11 -1.47 -0.52 0.1405
H 2.12 1.24 -1.04 0.1310
H 0.37 -0.24 -2.48 0.1139
H -1.50 0.25 -0.37 0.1551
```

***

(2)
ORCA calculation (the ωB97M-V functional and the def2-TZVPD basis) on an isolated molecule of C6H4O.

Total charge: 0
Strongest force on any atom in Eh/bohr: 0.01578
Gap between HOMO and LUMO in eV: 9.99
SMILES string: C#CC(=O)C#CC
Total energy in hartree: -306.126575
Spin multiplicity: 1

Geometry as XYZ:
```
11
Properties=species:S:1:pos:R:3:lowdin_charge:R:1
O 1.36 1.96 1.64 0.1090
C -1.07 0.27 -0.23 -0.0378
C -2.31 -0.20 -0.86 -0.0884
C 3.04 -0.93 0.61 0.1503
C 1.19 0.97 0.96 -0.4479
C 2.21 -0.08 0.81 -0.0336
C -0.04 0.67 0.25 0.0578
H 3.79 -1.66 0.38 0.0396
H -2.27 -1.27 -1.06 0.0834
H -3.17 0.00 -0.23 0.0827
H -2.46 0.33 -1.81 0.0848
```

***

(3)
ORCA calculation (the ωB97M-V functional and the def2-TZVPD basis) on an isolated molecule of C6H4O2 at a distorted geometry.

Total charge: 0
Strongest force on any atom in Eh/bohr: 0.14796
Gap between HOMO and LUMO (alpha / beta) in eV: 7.76 / 7.76
SMILES string: C#COc1ccco1
Total energy in hartree: -381.284231
Spin multiplicity: 1

Geometry as XYZ:
```
12
Properties=species:S:1:pos:R:3:lowdin_charge:R:1
O 0.23 0.79 0.85 0.0638
O -1.39 1.04 -0.78 0.0773
C -2.96 -0.86 0.79 0.0721
C 0.86 0.12 -1.23 0.0486
C -2.48 0.02 0.13 0.0525
C -0.23 0.65 -0.39 -0.4799
C 2.00 -0.01 -0.32 -0.0723
C 1.59 0.40 0.88 -0.0774
H 0.87 -0.15 -2.31 0.1124
H -3.47 -1.71 1.16 0.0293
H 2.06 0.20 1.77 0.0932
H 2.90 -0.47 -0.55 0.0805
```

***

(4)
ORCA calculation (the ωB97M-V functional and the def2-TZVPD basis) on a structure of composition C6H4P2S at a distorted geometry.

Total charge: 0
Strongest force on any atom in Eh/bohr: 0.08390
Gap between HOMO and LUMO (alpha / beta) in eV: 5.83 / 5.83
Total energy in hartree: -1311.744916
Spin multiplicity: 1

Geometry as XYZ:
```
13
Properties=species:S:1:pos:R:3:lowdin_charge:R:1
S -3.78 1.53 0.96 0.4503
P -5.45 0.41 0.12 0.1865
P -4.38 -0.81 -1.05 0.4635
C -1.40 0.08 1.35 -0.0312
C -0.28 -1.18 -0.36 -0.0589
C -1.20 -0.65 -1.22 -0.1206
C -2.38 0.58 0.55 -0.7395
C -2.33 0.21 -0.92 -0.3904
C -0.35 -0.69 1.02 -0.0925
H 0.55 -1.75 -0.51 0.0733
H -2.71 0.96 -1.59 0.0621
H -0.96 -0.76 -2.23 0.0850
H 0.57 -0.72 1.66 0.1124
```

***

(5)
ORCA calculation (the ωB97M-V functional and the def2-TZVPD basis) on a cluster of 24 separate species, C6H59N4O26PSi in total at a distorted geometry.

Total charge: 0
Strongest force on any atom in Eh/bohr: 0.02651
Gap between HOMO and LUMO in eV: 8.50
Total energy in hartree: -3070.185404
Spin multiplicity: 1

Geometry as XYZ:
```
97
Properties=species:S:1:pos:R:3:lowdin_charge:R:1
P -5.47 -0.28 0.14 0.4367
Si 1.17 -0.18 -0.19 0.5678
O 8.93 -2.76 -3.11 -0.0743
O 4.31 2.90 -7.33 -0.0523
O -6.45 0.13 1.33 -0.1291
O 3.55 3.81 -2.13 -0.0592
O -6.58 -1.24 -3.88 -0.0394
O -6.46 -0.76 -1.00 -0.1087
O -1.66 3.43 6.78 -0.0407
O -0.59 -2.17 6.55 -0.0615
O 2.00 -0.15 7.79 -0.0535
O -0.55 0.94 6.05 -0.0490
O 6.71 -3.20 -1.51 -0.0487
O 3.84 -3.71 -1.03 -0.0625
O -7.41 2.52 -0.07 -0.0499
O -0.35 4.11 -1.00 -0.0605
O -6.86 2.18 3.97 -0.0498
O -3.17 -2.00 -3.60 -0.0688
O 4.94 -1.83 -3.56 -0.0486
O -2.92 -3.42 2.60 -0.0537
O 0.89 -5.05 -2.64 -0.0713
O 0.81 -2.70 -4.36 -0.0532
O 3.48 4.96 -4.99 -0.0609
O -4.56 -1.34 0.57 -0.2543
O -1.65 -0.55 3.36 -0.0487
O 0.35 0.55 -3.98 -0.0505
O 4.69 -0.24 0.50 -0.0434
O 2.95 2.87 6.89 -0.0550
N -1.42 -0.24 -1.29 0.0869
N -1.12 1.27 0.50 0.0717
N -2.41 1.56 0.45 0.1185
N -2.70 0.07 -1.35 0.1050
C 1.57 -0.51 1.61 -0.1662
C -3.14 0.93 -0.44 -0.3946
C 1.45 -1.72 -1.23 -0.1588
C -0.67 0.33 -0.35 -0.3129
C 2.30 1.14 -0.90 -0.1647
C -4.61 1.22 -0.46 -0.1301
H 0.55 -1.77 -4.33 0.0117
H -0.60 -1.22 6.71 -0.0061
H 5.26 -0.92 0.11 0.0340
H -1.05 3.61 7.51 0.0562
H -5.92 -0.90 -1.81 0.0587
H 3.99 2.23 -6.72 0.0402
H -3.49 -3.83 3.25 0.0381
H -7.19 -1.63 -3.23 0.0427
H -2.49 3.85 7.04 0.0543
H -0.71 0.52 5.19 0.0147
H -3.47 -2.76 2.16 -0.0092
H 4.74 -4.05 -0.99 0.0192
H 3.69 4.76 -5.91 0.0162
H 4.36 -2.26 -2.91 0.0124
H 4.32 4.85 -4.53 0.0343
H 0.86 -1.56 -2.13 -0.0056
H 8.97 -3.20 -3.97 0.0321
H 0.29 -3.05 -5.10 0.0578
H 2.49 -1.78 -1.51 0.0111
H 8.53 -3.42 -2.52 0.0093
H 2.85 3.54 7.58 0.0294
H 2.34 0.96 -1.98 0.0246
H -6.27 -0.46 2.08 0.0993
H -0.21 0.14 -3.30 -0.0023
H 1.43 -0.59 8.42 0.0405
H 4.37 -1.16 -3.96 0.0433
H -7.10 -0.55 -4.30 0.0576
H -0.24 1.17 -4.43 0.0501
H -0.50 4.80 -0.36 0.0371
H 1.60 0.42 2.17 0.0358
H -1.06 1.76 6.02 0.0072
H 3.51 4.76 -1.99 0.0386
H 1.11 -4.18 -2.99 -0.0121
H 3.30 0.92 -0.54 0.0073
H -0.05 -4.99 -2.42 0.0343
H -1.93 0.38 3.38 0.0341
H 2.58 -0.92 1.61 0.0172
H -7.58 1.73 0.45 0.0054
H -4.85 2.06 0.18 0.0912
H 6.94 -2.65 -0.75 0.0561
H -2.14 -0.93 2.62 0.0120
H -0.42 3.29 -0.50 -0.0145
H 3.14 3.69 -3.00 0.0188
H 2.83 2.03 7.35 0.0033
H 2.01 2.16 -0.70 0.0180
H 1.42 0.48 7.34 0.0012
H -3.08 -1.55 -2.74 -0.0214
H -4.12 -2.08 -3.75 0.0045
H 4.37 2.45 -8.18 0.0403
H -4.92 1.39 -1.49 0.1078
H 5.27 0.27 1.07 0.0599
H 1.11 -2.59 -0.68 0.0446
H -6.80 1.68 3.15 -0.0063
H -7.26 1.57 4.60 0.0393
H -7.53 3.24 0.56 0.0502
H 0.89 -1.21 2.08 0.0236
H -0.96 -2.27 5.67 0.0225
H 3.28 -4.50 -1.13 0.0452
H 6.35 -2.57 -2.15 0.0224
```

***

(6)
ORCA calculation (the ωB97M-V functional and the def2-TZVPD basis) on an isolated molecule of C6H5BCl2O2 at a distorted geometry.

Total charge: 0
Strongest force on any atom in Eh/bohr: 0.05032
Gap between HOMO and LUMO in eV: 10.05
SMILES string: OB(O)c1ccc(Cl)cc1Cl
Total energy in hartree: -1327.473538
Spin multiplicity: 1

Geometry as XYZ:
```
16
Properties=species:S:1:pos:R:3:lowdin_charge:R:1
Cl -1.22 2.02 -1.36 0.8215
Cl -3.16 -1.78 1.83 0.6888
O 1.60 2.22 -1.05 0.1110
O 2.81 0.11 -0.88 0.1572
C -1.95 -0.03 0.19 -0.1178
C -1.79 -1.17 0.97 -0.6579
C -0.52 -1.68 1.11 -0.0756
C 0.38 0.13 -0.24 -0.1134
C 0.56 -1.01 0.54 -0.0064
C -0.89 0.61 -0.47 -0.5856
B 1.65 0.87 -0.73 -0.5954
H 1.54 -1.36 0.63 0.1041
H 3.54 0.60 -1.27 0.1037
H -2.91 0.37 0.10 0.0820
H 0.72 2.62 -1.14 -0.0098
H -0.35 -2.48 1.77 0.0940
```